# 1
C29H77F6N6O13S2Sr | the ωB97M-V functional and the def2-TZVPD basis

Computed properties:
Electronic energy in Eh: -3883.3661
HOMO (alpha / beta) in eV: -12.360 / -12.360
Molar mass in g mol⁻¹: 983.706
<S²>: 0.75
Orbital gap (alpha / beta) in eV: 8.072 / 2.453

```
! wB97M-V def2-TZVPD RIJCOSX def2/J DEFGRID3
* xyz 2 2
Sr 0.74 2.85 0.83
C 1.71 0.23 -2.50
F 1.70 1.55 -2.87
F 1.57 -0.59 -3.55
F 2.99 0.07 -2.09
S 0.31 -0.10 -1.09
O -0.78 0.74 -1.54
O 0.11 -1.57 -1.07
N 1.05 0.50 0.35
S 1.82 -0.70 1.11
O 2.51 -1.60 0.22
O 2.68 -0.06 2.09
C 0.37 -1.63 1.98
F -0.86 -1.24 1.66
F 0.38 -2.91 1.59
F 0.57 -1.62 3.30
C -2.62 0.99 -4.99
O -1.30 0.84 -4.48
H -3.20 0.32 -4.36
H -2.99 2.01 -4.86
H -2.79 0.75 -6.04
H -1.32 1.14 -3.56
C 1.50 -5.84 -2.02
C 2.22 -5.01 -1.01
O 3.27 -5.84 -0.48
H 0.41 -5.80 -1.92
H 1.64 -6.88 -1.72
H 1.78 -5.72 -3.06
H 1.55 -4.70 -0.21
H 2.63 -4.12 -1.47
H 3.71 -6.24 -1.23
C 2.15 -5.67 2.82
C 2.58 -7.16 2.68
O 2.18 -7.79 3.91
H 2.29 -5.23 3.81
H 1.11 -5.47 2.60
H 2.68 -5.12 2.04
H 3.67 -7.26 2.65
H 2.18 -7.75 1.86
H 2.77 -8.53 4.03
C 1.53 3.61 -5.66
C 0.46 4.28 -4.87
O 0.95 4.35 -3.55
H 1.78 2.61 -5.32
H 2.51 4.04 -5.46
H 1.38 3.68 -6.74
H -0.44 3.66 -4.93
H 0.21 5.29 -5.19
H 1.45 5.15 -3.37
C -2.51 -1.71 7.34
C -1.36 -1.05 6.72
C -0.10 -1.59 7.25
O 1.01 -0.80 6.83
C 2.21 -1.44 6.88
N -1.41 -1.48 5.33
H -3.40 -1.40 6.79
H -2.66 -1.39 8.37
H -2.54 -2.80 7.35
H -1.26 0.04 6.80
H 0.06 -2.61 6.90
H -0.07 -1.58 8.33
H 3.01 -0.72 7.09
H 2.52 -1.83 5.91
H 2.15 -2.23 7.62
H -1.22 -2.46 5.49
H -0.52 -1.16 4.97
C 4.51 2.91 -1.96
C 3.52 2.92 -0.78
C 4.17 3.40 0.56
O 3.11 3.51 1.50
C 3.48 3.89 2.75
N 2.30 3.80 -1.12
H 5.07 3.84 -1.96
H 3.95 2.77 -2.89
H 5.25 2.12 -1.80
H 3.26 1.88 -0.57
H 4.63 4.38 0.49
H 4.91 2.68 0.90
H 4.33 3.36 3.17
H 2.72 3.74 3.51
H 3.58 4.97 2.68
H 2.66 4.74 -1.17
H 1.92 3.65 -2.04
C -3.83 -4.99 -4.08
C -3.51 -3.50 -4.30
C -2.07 -3.04 -4.33
O -1.36 -3.80 -5.30
C 0.04 -3.62 -5.29
N -4.08 -2.99 -5.56
H -3.42 -5.29 -3.12
H -3.66 -5.64 -4.94
H -4.90 -5.13 -3.96
H -3.95 -2.95 -3.46
H -1.66 -3.12 -3.33
H -1.96 -1.99 -4.60
H 0.23 -2.56 -5.12
H 0.48 -4.11 -6.16
H 0.39 -4.03 -4.34
H -3.61 -3.24 -6.42
H -5.04 -3.28 -5.65
C -1.54 5.86 -1.77
C -1.92 4.54 -1.15
C -3.14 3.89 -1.80
O -3.36 2.66 -1.17
C -4.42 1.81 -1.65
N -0.75 3.66 -1.27
H -0.66 6.27 -1.29
H -2.36 6.57 -1.65
H -1.31 5.76 -2.83
H -2.29 4.60 -0.13
H -3.10 3.90 -2.89
H -4.04 4.43 -1.52
H -4.56 1.89 -2.72
H -5.37 2.04 -1.17
H -4.16 0.78 -1.41
H -1.06 2.73 -1.51
H -0.35 3.95 -2.16
C -3.52 2.95 2.71
C -2.02 2.79 2.50
C -1.12 2.18 3.59
O 0.21 1.81 3.24
C 1.02 1.68 4.40
N -1.78 2.20 1.17
H -3.99 1.99 2.50
H -3.91 3.65 1.98
H -3.69 3.36 3.70
H -1.56 3.78 2.54
H -1.44 1.17 3.83
H -1.20 2.83 4.47
H 1.11 2.64 4.91
H 1.99 1.27 4.12
H 0.61 0.95 5.09
H -1.99 1.21 1.19
H -2.45 2.63 0.54
*
```

=====

# 2
C36H72Cl4O24 | the ωB97M-V functional and the def2-TZVPD basis

Computed properties:
Electronic energy in Eh: -5061.4517
HOMO in eV: -10.226
Molar mass in g mol⁻¹: 1030.760
SMILES: CCOC(=O)OC.CCOC(=O)OC.CCOC(=O)OC.CCOC(=O)OC.CCOC(=O)OC.CCOC(=O)OC.CCOC(=O)OC.CCOC(=O)OC.ClCCCl.ClCCCl
Orbital gap in eV: 10.768
ΔE to the lowest compared entry with this formula, charge and spin in eV: 0.000

```
! wB97M-V def2-TZVPD RIJCOSX def2/J DEFGRID3
* xyz 0 1
C 5.36 -1.24 1.02
C 4.62 -0.16 1.77
O 4.39 1.07 1.06
C 5.46 1.87 0.95
O 6.53 1.69 1.53
O 5.16 2.75 0.04
C 6.04 3.84 -0.02
H 4.85 -1.68 0.17
H 5.56 -2.12 1.62
H 6.30 -0.93 0.54
H 5.21 0.08 2.67
H 3.61 -0.48 2.16
H 6.24 4.23 1.01
H 5.50 4.55 -0.63
H 6.96 3.54 -0.51
C -1.13 -1.24 3.79
C -1.33 -2.69 3.61
O -2.66 -3.14 4.00
C -3.61 -3.11 3.08
O -3.42 -2.86 1.93
O -4.86 -3.29 3.48
C -5.18 -3.43 4.93
H -1.93 -0.68 3.41
H -0.13 -1.09 3.31
H -0.96 -0.94 4.84
H -0.60 -3.30 4.10
H -1.25 -3.03 2.59
H -4.97 -4.41 5.36
H -6.26 -3.30 4.92
H -4.72 -2.66 5.51
C 5.17 1.59 4.94
C 3.84 1.86 4.23
O 3.98 2.98 3.32
C 2.84 3.23 2.68
O 1.87 2.57 2.73
O 3.10 4.25 1.83
C 2.10 4.40 0.82
H 5.86 1.32 4.18
H 5.03 0.61 5.47
H 5.57 2.40 5.51
H 3.05 2.11 4.92
H 3.49 0.94 3.72
H 1.42 5.21 1.08
H 1.47 3.53 0.78
H 2.56 4.48 -0.15
C -3.01 -1.48 -2.87
C -2.93 -1.81 -4.31
O -1.95 -0.99 -5.02
C -0.70 -1.29 -4.88
O -0.14 -2.21 -4.43
O 0.02 -0.21 -5.40
C 1.38 -0.38 -5.80
H -3.29 -0.43 -2.73
H -2.04 -1.85 -2.42
H -3.79 -2.02 -2.41
H -3.90 -1.53 -4.86
H -2.69 -2.87 -4.40
H 2.06 -0.26 -4.96
H 1.49 0.50 -6.45
H 1.42 -1.35 -6.33
C -0.47 -4.28 7.97
C -1.19 -5.45 7.38
O -1.02 -5.43 6.00
C -2.07 -5.91 5.30
O -3.14 -6.02 5.73
O -1.56 -6.19 4.07
C -2.41 -6.65 3.05
H 0.64 -4.36 8.04
H -0.88 -3.96 8.96
H -0.60 -3.43 7.28
H -2.24 -5.28 7.58
H -0.99 -6.43 7.87
H -1.86 -6.49 2.09
H -3.37 -6.11 2.95
H -2.51 -7.69 3.11
C 3.11 -3.98 -4.65
C 3.15 -3.36 -3.30
O 4.50 -2.84 -3.07
C 4.67 -1.49 -2.98
O 3.90 -0.62 -3.32
O 5.85 -1.31 -2.33
C 6.27 0.08 -2.33
H 2.26 -4.63 -4.78
H 4.01 -4.59 -4.92
H 2.92 -3.25 -5.49
H 3.01 -4.05 -2.45
H 2.49 -2.44 -3.18
H 6.33 0.51 -3.32
H 7.25 0.10 -1.85
H 5.55 0.68 -1.72
C -1.03 6.01 -2.11
C -1.93 5.15 -1.20
O -1.10 4.63 -0.11
C -1.83 3.91 0.78
O -3.00 3.66 0.66
O -1.05 3.52 1.77
C -1.61 2.67 2.75
H -1.67 6.48 -2.85
H -0.39 5.26 -2.66
H -0.39 6.78 -1.67
H -2.39 4.26 -1.67
H -2.71 5.78 -0.81
H -0.85 2.59 3.52
H -1.78 1.69 2.28
H -2.59 3.02 3.12
C -4.77 0.64 0.14
C -5.26 1.64 -0.88
O -4.71 1.28 -2.15
C -5.62 1.16 -3.15
O -6.82 1.31 -3.09
O -4.90 0.82 -4.20
C -5.54 0.61 -5.44
H -3.64 0.59 0.09
H -5.14 -0.34 -0.26
H -5.01 0.92 1.19
H -4.94 2.65 -0.71
H -6.36 1.67 -0.96
H -6.26 1.38 -5.70
H -6.04 -0.30 -5.48
H -4.79 0.56 -6.22
Cl -1.21 1.02 -0.79
C 0.51 1.53 -0.70
C 1.45 0.54 -1.25
Cl 1.46 -0.99 -0.19
H 0.69 1.83 0.40
H 0.59 2.43 -1.37
H 2.50 1.00 -1.19
H 1.09 0.22 -2.23
Cl -1.66 2.78 -3.83
C -1.84 2.51 -5.62
C -2.42 3.81 -6.19
Cl -1.14 5.11 -6.05
H -2.58 1.77 -5.86
H -0.85 2.37 -6.02
H -3.33 4.07 -5.59
H -2.80 3.75 -7.23
*
```

=====

# 3
C3H7N4 | the ωB97M-V functional and the def2-TZVPD basis

Computed properties:
Electronic energy in Eh: -337.1496
HOMO in eV: -12.151
Molar mass in g mol⁻¹: 99.117
Orbital gap in eV: 8.138
ΔE to the lowest compared entry with this formula, charge and spin in eV: 4.208

```
! wB97M-V def2-TZVPD RIJCOSX def2/J DEFGRID3
* xyz 1 1
C -1.19 0.62 -0.50
C -1.18 -0.99 1.05
C 0.94 0.46 0.64
N -2.32 -0.97 0.46
N -2.35 -0.02 -0.45
N -0.40 0.02 0.40
N 1.94 -0.42 -0.22
H -0.90 1.55 -0.98
H 1.63 -1.34 -0.09
H 1.25 1.35 0.23
H 1.11 0.19 1.62
H -3.25 -0.02 -0.89
H 1.86 -0.35 -1.20
H 2.85 -0.07 -0.08
*
```

=====

# 4
C17H26Br43O2PSb | the ωB97M-V functional and the def2-TZVPD basis

Computed properties:
Electronic energy in Eh: -112077.8117
HOMO in eV: -3.550
Molar mass in g mol⁻¹: 3850.999
Orbital gap in eV: 4.736

```
! wB97M-V def2-TZVPD RIJCOSX def2/J DEFGRID3
* xyz -1 1
O 1.91 -1.68 -0.53
P 2.36 -0.12 -0.89
O 2.33 0.07 -2.56
Sb 0.54 1.51 0.09
C -0.90 1.31 -1.60
C -1.40 -0.11 -1.89
C -2.32 -0.64 -0.79
Br -4.04 -1.28 -1.50
H 1.03 -1.91 -0.85
H 3.12 -0.36 -2.88
H -0.33 0.15 0.89
H 1.67 1.64 1.44
H 1.37 2.77 -0.77
H -0.50 2.74 0.81
H -0.50 1.77 -2.51
H -1.78 1.91 -1.33
H -1.98 -0.09 -2.82
H -0.57 -0.80 -2.06
H -1.90 -1.49 -0.26
H -2.58 0.13 -0.06
C -0.99 -5.13 -0.73
Br -0.29 -3.98 -2.10
Br 0.09 -5.05 0.86
Br -2.83 -4.72 -0.35
H -0.95 -6.14 -1.11
C -6.95 -5.85 0.66
Br -8.55 -6.54 -0.15
Br -6.24 -4.38 -0.34
Br -7.24 -5.38 2.50
H -6.22 -6.64 0.64
C -4.54 2.50 2.31
Br -2.81 3.28 2.04
Br -5.43 2.17 0.63
Br -4.36 0.88 3.32
H -5.15 3.18 2.88
C -3.30 -3.04 4.43
Br -1.51 -2.37 4.50
Br -4.38 -2.35 5.87
Br -4.13 -2.73 2.73
H -3.24 -4.11 4.56
C -1.36 5.39 5.33
Br 0.12 4.18 5.23
Br -1.53 6.43 3.73
Br -2.99 4.46 5.74
H -1.17 6.07 6.15
C 3.65 -2.76 2.96
Br 4.51 -1.54 1.77
Br 4.63 -3.00 4.61
Br 1.82 -2.26 3.28
H 3.62 -3.73 2.47
C 3.92 -3.44 -4.40
Br 2.64 -3.52 -5.83
Br 4.72 -1.70 -4.25
Br 3.14 -3.97 -2.74
H 4.71 -4.13 -4.65
C 3.79 5.61 -1.56
Br 3.49 3.77 -1.93
Br 2.19 6.40 -0.81
Br 5.30 5.91 -0.41
H 4.00 6.12 -2.49
C 7.39 -4.18 -2.58
Br 6.89 -3.85 -0.76
Br 9.26 -3.88 -2.87
Br 6.87 -5.95 -3.16
H 6.85 -3.47 -3.19
C 3.79 6.74 -6.00
Br 4.76 7.75 -4.68
Br 4.99 5.71 -7.10
Br 2.44 5.64 -5.21
H 3.30 7.45 -6.64
C -7.57 -0.47 -4.03
Br -5.88 0.34 -4.46
Br -8.58 -0.87 -5.62
Br -7.37 -2.02 -2.92
H -8.13 0.26 -3.47
C -4.18 4.33 9.92
Br -4.69 4.31 11.77
Br -2.27 4.40 9.72
Br -4.94 2.85 8.96
H -4.58 5.23 9.49
C 8.47 -8.07 -0.33
Br 9.36 -7.11 1.08
Br 9.71 -9.07 -1.40
Br 7.07 -9.19 0.36
H 8.01 -7.33 -0.97
C -1.22 7.45 -2.20
Br -1.05 6.44 -3.82
Br -2.44 8.92 -2.43
Br -1.72 6.34 -0.73
H -0.25 7.87 -1.99
*
```